ORCA calculation (ωB97M-V with the def2-TZVPD basis set) on C42H34ClN2O2P2Pb as an isolated structure.

Calculated values
lowest unoccupied orbital energy: -2.735 eV
orbital gap: 7.6 eV
HOMO: -10.310 eV
electronic energy: -87525.36558 eV
net charge: +1

Element x y z (Å)
Pb (-0.21, 0.48, 0.50)
Cl (-3.11, -0.61, 1.70)
P (0.78, 0.70, -2.10)
P (-0.14, -1.33, 2.66)
O (3.35, -1.03, 0.75)
O (1.44, -1.02, -0.41)
N (-5.23, 1.85, -3.53)
N (-2.28, 0.71, -0.84)
C (-0.58, -2.49, -4.17)
C (4.73, -0.31, -1.69)
C (0.62, 2.15, 4.72)
C (-2.97, 1.85, -0.68)
C (1.44, 3.39, -2.04)
C (1.43, -5.07, 2.80)
C (-3.96, 2.26, -1.53)
C (3.36, -0.23, -1.49)
C (4.50, 0.90, -3.74)
C (2.64, -3.78, 4.42)
C (0.12, -0.30, -3.48)
C (-4.29, 1.48, -2.65)
C (2.57, 0.48, -2.39)
C (-0.75, 2.92, -2.91)
C (-1.06, -1.96, -5.35)
C (1.93, 2.41, 4.37)
C (0.67, 0.10, 3.46)
C (1.16, 4.74, -2.06)
C (-0.32, 0.23, -4.69)
C (-0.91, -0.61, -5.62)
C (-0.02, 1.00, 4.28)
C (-3.86, -1.99, 5.35)
C (0.92, -2.75, 3.13)
C (-4.01, -1.47, 4.08)
C (-2.59, -2.31, 5.82)
C (2.62, 1.52, 3.56)
C (0.02, -1.67, -3.23)
C (3.14, 1.02, -3.53)
C (-1.48, -2.12, 5.02)
C (2.71, -0.83, -0.27)
C (1.90, -2.66, 4.11)
C (-1.61, -1.60, 3.74)
C (5.30, 0.25, -2.81)
C (2.41, -4.98, 3.77)
C (0.68, -3.95, 2.48)
C (-2.62, -0.07, -1.87)
C (-0.08, 5.19, -2.50)
C (1.99, 0.38, 3.09)
C (-2.89, -1.28, 3.29)
C (-1.03, 4.27, -2.92)
C (-3.58, 0.27, -2.80)
C (0.50, 2.46, -2.50)
H (2.08, -1.73, 4.63)
H (-2.47, -2.71, 6.82)
H (-2.71, 2.45, 0.18)
H (0.40, -2.06, -2.31)
H (-0.08, -4.00, 1.71)
H (-5.76, 2.69, -3.37)
H (5.33, -0.83, -0.95)
H (-0.67, -3.55, -3.97)
H (-5.47, 1.26, -4.31)
H (3.64, 1.71, 3.28)
H (-1.54, -2.60, -6.08)
H (3.41, -3.72, 5.18)
H (-1.25, -0.21, -6.56)
H (0.07, 2.85, 5.34)
H (-0.50, -2.38, 5.39)
H (-2.09, -1.00, -1.95)
H (1.25, -6.01, 2.30)
H (-4.98, -1.22, 3.69)
H (-0.32, 6.24, -2.50)
H (4.94, 1.32, -4.64)
H (-3.78, -0.39, -3.62)
H (3.01, -5.85, 4.01)
H (1.89, 5.45, -1.71)
H (-0.20, 1.28, -4.91)
H (2.52, 1.55, -4.24)
H (-1.50, 2.21, -3.23)
H (6.36, 0.18, -2.98)
H (2.52, -0.30, 2.44)
H (2.42, 3.30, 4.72)
H (-1.03, 0.79, 4.59)
H (-2.01, 4.62, -3.23)
H (2.39, 3.04, -1.67)
H (-4.73, -2.14, 5.97)
H (-4.49, 3.18, -1.34)